The following is a DFT calculation (ωB97M-V with the def2-TZVPD basis set) of a 2-piece molecular cluster, C5H13F3O8P2S overall at a distorted geometry.

Geometry as XYZ:
```
32
Properties=species:S:1:pos:R:3
S 0.38 -0.03 -0.72
P 2.52 -1.97 -0.34
P 0.02 2.09 -1.02
F -0.88 -2.81 -1.31
F -3.02 -2.77 -1.41
F -1.92 -1.18 -2.32
O -1.41 2.35 -0.86
O 2.23 -2.18 -1.89
O 4.09 -2.09 -0.13
O 1.74 -2.87 0.52
O 0.53 2.30 -2.50
O 0.94 2.83 -0.02
O -0.24 1.69 2.29
O -3.07 -0.31 0.04
C -1.93 -2.00 -1.26
C 2.03 -0.23 -0.07
C -2.03 -1.25 0.06
C -0.87 2.73 2.92
C -0.74 -0.58 0.55
H -1.92 2.91 2.59
H -0.18 -1.25 1.20
H 1.82 -3.05 -2.01
H -0.97 2.61 4.02
H 2.69 0.44 -0.62
H 2.07 0.02 0.99
H -1.00 0.29 1.18
H -2.27 -2.01 0.81
H -0.39 3.72 2.81
H 4.57 -1.32 -0.47
H -0.10 1.90 -3.10
H 0.81 2.36 0.89
H -3.53 -0.32 -0.81
```

Computed properties:
HOMO level   -7.08 eV
ΔE to the lowest compared entry with this formula, charge and spin   0.000 eV
LUMO level   -0.45 eV
Kohn-Sham gap   6.6 eV